{
  "formula": "C4H11N2O",
  "method": "ωB97M-V/def2-TZVPD",
  "elements": ["C", "C", "C", "C", "N", "N", "O", "H", "H", "H", "H", "H", "H", "H", "H", "H", "H", "H"],
  "positions_angstrom": [[-0.89180, 1.17947, -0.27458], [-0.03229, 0.10856, 0.24972], [0.94469, 0.56450, 1.33579], [0.87781, -0.31037, -0.98785], [-0.67176, -1.06627, 0.86494], [-1.63820, -1.77315, 0.00176], [0.47792, -2.10634, 1.22614], [-1.48247, 0.90223, -1.14184], [-1.54423, 1.56553, 0.48069], [-0.18943, 2.00307, -0.45877], [0.63789, 0.93928, 2.33339], [1.85827, 1.05580, 1.01435], [1.27822, -0.37310, 1.80523], [1.29164, -1.21421, -0.75437], [0.31273, -0.64062, -1.79304], [1.43660, 0.54501, -1.33105], [-1.01095, -2.57022, -0.30332], [-2.26326, -2.31540, 0.61676]],
  "atomic_forces_ev_per_a": [[-0.45, 1.16, 0.29], [2.12, -1.96, -0.82], [0.72, -0.91, 1.83], [-1.60, 1.86, 1.32], [0.56, -2.14, 1.32], [1.96, -0.84, -0.06], [-2.82, 1.73, -1.12], [0.10, -0.02, -0.18], [-0.75, 0.17, 0.64], [-0.33, 0.03, -0.56], [-0.92, 0.95, -0.94], [-0.13, 0.45, -0.35], [0.34, -0.29, -0.90], [2.45, -1.87, 1.19], [-1.91, -0.04, -1.77], [0.85, -0.05, 0.07], [-0.64, 0.93, -0.15], [0.42, 0.82, 0.19]],
  "total_energy_ev": -9350.5071,
  "lumo_ev": 4.10,
  "de_lowest_kcal_mol": 91.85,
  "smiles": "CC(C)(C)N(N)[O-]",
  "max_force_ev_per_a": 3.5,
  "charge": -1,
  "orbital_gap_ev": 6.41
}